ORCA calculation (ωB97M-V/def2-TZVPD) on a single C4H9N3 molecule at a distorted geometry.

```
16
Properties=species:S:1:pos:R:3:forces:R:3:lowdin_charge:R:1
C 0.369 1.770 -0.307 -0.108 -2.098 -0.077 -0.04
C -0.297 0.520 0.535 2.066 2.083 -2.275 -0.27
C -1.710 0.174 0.107 0.610 -4.281 4.052 -0.11
N -1.465 -1.394 -0.129 -4.490 1.700 -0.111 0.06
C -0.271 -1.556 -0.371 0.796 -0.132 1.258 -0.28
N 0.559 -0.478 -0.161 -1.015 -2.082 -0.073 -0.27
N 1.827 -0.812 0.249 0.252 -1.878 3.802 0.03
H 0.298 1.374 -1.397 -0.422 1.067 1.801 0.10
H 1.495 1.817 -0.187 -1.483 0.330 0.528 0.07
H -0.204 2.654 -0.133 0.174 1.028 -0.090 0.04
H -0.318 0.377 1.627 0.968 0.670 -0.219 0.14
H -2.082 0.546 -0.758 -0.952 1.408 -2.651 0.06
H -2.502 0.243 0.978 1.647 0.058 -1.853 0.14
H 0.079 -2.565 -0.391 0.794 -0.477 -0.774 0.11
H 1.872 -1.770 0.911 -0.126 3.184 -2.403 0.16
H 2.350 -0.900 -0.573 1.290 -0.582 -0.914 0.05
```
Positions in Å, forces in eV/Å.

Total energy (Eh): -321.9525
Orbital gap (eV): 9.70
SMILES string: C[C@H]1CN=CN1N
ΔE to the lowest compared entry with this formula, charge and spin (kJ/mol): 362.0